(1)
82
Properties=species:S:1:pos:R:3:forces:R:3 method="wB97M-V/def2-TZVPD" charge=+1 spin_multiplicity=1 lumo_energy_ev=-3.296 energy_ha=-2145.07454
Bi 0.22021 -0.69596 0.12640 -0.145 0.253 0.251
C 3.73568 -0.55857 -5.81707 0.018 -0.140 -0.012
C 3.00662 -0.05343 -4.61345 0.213 0.202 0.066
C 3.60678 0.80609 -3.72989 -0.279 -0.074 0.062
C 2.93114 1.29359 -2.59162 -0.523 -0.429 -0.188
C 3.54907 2.24160 -1.75881 -0.139 0.205 0.340
N 2.96787 2.74149 -0.69887 -0.224 -0.348 -0.551
C 3.49561 3.75485 0.17895 0.446 0.313 0.388
C 4.48220 3.18821 1.22796 -0.183 0.087 0.061
C 4.20497 3.66096 2.67107 0.305 0.231 -0.323
N 3.43681 2.67311 3.40994 -0.540 -0.333 0.212
C 2.14917 2.36146 3.17199 0.255 -0.029 0.031
C 1.16100 3.16111 2.64165 -0.066 -0.214 -0.154
C 1.18809 4.58225 2.64045 -0.290 0.343 -0.157
C 0.31454 5.31656 1.90118 0.712 0.046 0.397
C 0.29394 6.81123 1.96361 -0.138 -0.003 0.101
C -0.58268 4.62074 1.05283 -0.112 -0.693 -0.009
C -0.73074 3.25817 1.05558 0.129 0.510 0.133
C -1.67904 2.68243 0.11838 -0.504 -0.040 -0.470
N -1.92902 1.45118 -0.00322 0.518 0.190 0.405
C -2.86775 0.99033 -0.98942 -0.533 0.019 -0.342
C -3.05877 -0.52314 -0.83757 -0.001 0.164 -0.328
C -2.28828 -1.33322 -1.88467 -0.837 -0.313 -0.094
N -0.93471 -0.88201 -1.97239 0.607 0.358 -0.251
C -0.38665 -0.54740 -3.06743 -0.504 -0.222 -0.249
C 0.97666 -0.06030 -3.23874 0.542 0.258 -0.050
C 1.68220 -0.45083 -4.36037 0.028 0.166 0.418
C 1.58309 0.85321 -2.30869 0.538 0.090 -0.506
O 0.96297 1.29704 -1.29361 -0.279 -0.043 0.299
C 0.04599 2.44180 1.99335 0.436 0.100 0.368
O -0.13707 1.24144 2.18889 -0.072 -0.177 0.034
H 4.63685 0.02139 -5.99360 0.067 0.021 -0.074
H 3.10851 -0.50642 -6.70265 -0.018 0.007 -0.141
H 4.02552 -1.59798 -5.67512 0.058 -0.118 -0.071
H 4.62298 1.13263 -3.89623 0.161 0.056 -0.116
H 4.54621 2.59001 -2.01615 0.025 0.074 0.081
H 2.00462 2.37036 -0.56561 0.210 0.065 -0.006
H 2.63700 4.19567 0.68450 0.074 0.104 -0.144
H 3.98762 4.53157 -0.41295 -0.130 -0.034 0.010
H 5.50563 3.44376 0.95194 0.004 -0.019 -0.030
H 4.39391 2.10214 1.21659 0.134 0.090 -0.005
H 3.68705 4.61650 2.65395 0.133 -0.018 0.103
H 5.14602 3.80484 3.20491 -0.127 0.007 -0.006
H 4.00305 1.91396 3.76307 -0.132 -0.025 0.004
H 1.86708 1.33217 3.37414 0.078 -0.016 0.048
H 1.85674 5.08370 3.32377 0.137 0.128 0.012
H 1.21224 7.19770 2.40089 0.012 0.051 -0.011
H -0.53766 7.14248 2.58505 -0.063 0.147 -0.004
H 0.16261 7.24306 0.97354 0.014 0.088 -0.057
H -1.19484 5.21630 0.38881 -0.148 -0.021 -0.158
H -2.16025 3.43992 -0.52399 -0.099 -0.127 0.028
H -2.49669 1.23072 -1.99561 -0.061 0.014 0.049
H -3.82749 1.51000 -0.87893 0.076 -0.052 0.016
H -4.11159 -0.79050 -0.91387 -0.001 -0.082 0.044
H -2.71028 -0.80387 0.15459 -0.169 -0.064 0.135
H -2.78836 -1.27874 -2.85998 0.077 -0.041 0.015
H -2.26105 -2.37547 -1.55454 -0.087 -0.039 -0.115
H -0.94492 -0.65988 -4.00465 -0.113 -0.049 0.098
H 1.21467 -1.12979 -5.05919 -0.146 -0.056 -0.150
O -1.24444 -3.11794 3.22240 0.098 0.028 0.328
C -0.56658 -2.50034 2.43786 -0.269 -0.356 0.230
O -0.89376 -2.27786 1.20468 0.246 0.394 -0.618
C 0.81687 -2.02190 2.87547 0.186 -0.075 0.113
C 1.30096 -2.34884 4.15723 0.158 0.086 0.122
C 2.59617 -2.04172 4.47256 -0.333 -0.129 -0.142
C 3.42677 -1.43057 3.50582 -0.222 0.123 -0.407
C 4.80027 -1.17682 3.70157 0.091 0.117 0.021
C 5.55620 -0.62239 2.70495 0.059 -0.085 0.183
C 4.96888 -0.27116 1.47862 -0.232 -0.105 -0.147
C 3.63229 -0.47860 1.26505 0.198 0.039 0.037
C 2.84072 -1.08894 2.25701 0.631 -0.027 0.672
N 1.55257 -1.38703 1.99791 -0.287 -0.357 0.214
H 0.62488 -2.84092 4.83791 -0.012 -0.069 0.063
H 3.00838 -2.29230 5.43809 0.025 -0.035 0.135
H 5.25404 -1.44710 4.64339 0.038 -0.051 0.109
H 6.61595 -0.47420 2.84695 0.083 0.030 0.048
H 5.59117 0.14137 0.69672 -0.012 0.053 -0.060
H 3.16529 -0.21655 0.32970 0.012 0.064 -0.255
C 1.53038 -2.21664 -0.91748 -0.078 0.036 -0.033
H 1.56956 -3.09750 -0.29303 0.054 -0.218 0.266
H 2.53624 -1.85922 -1.09604 0.281 0.079 -0.039
H 1.08351 -2.48542 -1.86170 -0.059 -0.110 -0.274

---

(2)
81
Properties=species:S:1:pos:R:3:forces:R:3 method="wB97M-V/def2-TZVPD" charge=+1 s2=6.011 spin_multiplicity=5 lumo_energy_ev="-1.974 / -2.023" energy_ha=-3098.52038
Fe 0.06654 -0.58876 0.53010 0.034 -0.079 0.299
C -2.93440 -1.42068 1.74866 0.070 -0.077 0.000
N -2.36944 -0.42694 0.82298 0.097 -0.099 -0.074
C -2.88119 -0.64577 -0.53126 -0.090 -0.004 -0.046
C -2.25647 -1.87301 -1.14853 -0.062 0.061 0.042
C -2.88959 -2.59353 -2.14929 -0.089 -0.034 -0.042
C -2.22997 -3.67394 -2.71279 0.009 0.027 0.024
C -0.96193 -3.99737 -2.25188 -0.011 0.012 0.014
C -0.40870 -3.21818 -1.25300 0.086 -0.087 0.025
N -1.04252 -2.18097 -0.70616 0.161 -0.083 -0.047
C -2.61646 0.92607 1.30361 -0.088 0.069 -0.069
C -1.59019 1.37152 2.30429 -0.016 0.018 0.035
C -1.93779 2.26581 3.30253 -0.012 0.045 0.044
C -0.94546 2.79001 4.11480 -0.055 0.006 0.002
C 0.36155 2.40594 3.88217 0.065 0.017 0.021
C 0.61620 1.48625 2.87981 0.103 -0.067 0.012
N -0.33688 0.94705 2.11541 0.030 0.147 -0.005
C -1.97999 -2.31110 2.51572 0.036 0.001 0.017
C -2.54245 -3.15902 3.46940 -0.064 0.056 -0.027
C -1.74447 -4.07058 4.12610 -0.030 -0.020 0.018
C -0.39791 -4.11924 3.79808 0.016 -0.020 0.014
C 0.07556 -3.23073 2.85679 -0.010 0.014 -0.023
N -0.68163 -2.31887 2.22951 -0.095 0.049 -0.069
H -3.59135 -2.09277 1.18843 0.013 -0.003 -0.020
H -3.58051 -0.91499 2.46973 -0.015 -0.003 0.060
H -2.63450 0.21936 -1.15069 0.073 0.004 0.032
H -3.97285 -0.74344 -0.54121 -0.060 0.026 -0.012
H -3.88147 -2.30671 -2.47818 0.039 -0.025 0.008
H -2.69655 -4.25467 -3.49857 0.009 0.021 0.028
H -0.40692 -4.82959 -2.66130 -0.006 0.016 0.002
H 0.59247 -3.41206 -0.88371 -0.040 -0.005 -0.023
H -3.61891 1.02898 1.73076 -0.066 0.005 0.001
H -2.56321 1.61468 0.46073 0.023 -0.016 0.005
H -2.97395 2.55546 3.42662 0.030 -0.008 -0.003
H -1.18873 3.49241 4.90186 0.004 -0.018 -0.023
H 1.18174 2.80571 4.46246 -0.013 -0.017 -0.019
H 1.63160 1.18475 2.67031 0.040 -0.070 -0.020
H -3.60470 -3.09835 3.67589 0.034 -0.010 0.003
H -2.16125 -4.74006 4.86674 -0.004 0.012 -0.002
H 0.27456 -4.82942 4.25892 -0.016 0.014 -0.010
H 1.11937 -3.27393 2.58166 0.002 0.001 -0.020
N 2.08300 -1.24086 1.68693 -0.040 0.056 -0.306
C 3.19672 -0.35655 1.51606 0.005 0.097 0.047
C 3.89064 0.06069 2.64739 -0.005 -0.042 0.000
C 4.91727 0.98585 2.55034 -0.014 -0.007 0.038
C 5.25366 1.49256 1.30622 0.023 0.017 -0.041
C 4.56868 1.06143 0.18196 0.010 0.005 -0.010
C 3.53347 0.12645 0.24892 -0.062 -0.024 0.085
C 2.82623 -0.26692 -1.00367 0.060 0.126 -0.017
C 3.61838 -0.39459 -2.15270 -0.038 0.002 -0.002
C 3.05000 -0.56010 -3.40373 0.013 0.003 0.017
C 1.66667 -0.57823 -3.50977 0.015 0.013 -0.050
C 0.89688 -0.49734 -2.35854 -0.131 -0.076 0.023
C 1.42315 -0.37424 -1.06434 0.043 -0.159 0.024
H 2.01046 -1.52968 2.65144 0.032 0.032 0.102
H 2.18021 -2.06701 1.10736 0.101 -0.040 -0.090
H 3.62369 -0.35348 3.61568 0.001 0.013 -0.020
H 5.44617 1.30413 3.43961 -0.010 -0.013 -0.018
H 6.04300 2.22655 1.20825 -0.020 -0.015 0.004
H 4.81713 1.48438 -0.78321 -0.019 -0.003 0.030
H 4.69790 -0.35936 -2.05900 -0.021 -0.002 -0.017
H 3.67671 -0.66196 -4.28174 -0.021 0.005 0.034
H 1.19125 -0.67454 -4.48113 0.027 0.000 0.035
H -0.18529 -0.53973 -2.48495 0.051 -0.011 -0.023
O 1.42521 2.81909 -0.82719 -0.054 0.022 0.027
C 0.31442 2.75037 -1.26644 0.219 0.003 -0.033
O -0.58159 1.83563 -0.84920 -0.409 0.202 0.175
C -0.22673 3.65913 -2.37562 -0.060 -0.146 0.042
N -1.68188 3.43876 -2.53451 0.033 -0.050 -0.040
C -1.94942 2.99205 -3.92123 0.024 0.034 0.011
C -0.63795 2.34306 -4.34026 -0.011 -0.002 0.030
C 0.40318 3.27898 -3.72689 0.028 -0.027 -0.005
H 0.00943 4.68292 -2.09206 0.022 0.034 0.024
H -2.21266 4.26336 -2.29508 -0.019 0.024 0.006
H -1.41668 2.13878 -1.29339 0.116 0.018 -0.223
H -2.17641 3.84130 -4.57190 -0.007 0.007 -0.008
H -2.79852 2.30927 -3.94719 -0.003 -0.006 0.012
H -0.54606 2.24663 -5.42051 0.007 0.017 0.003
H -0.54957 1.34633 -3.90173 0.001 0.019 -0.008
H 0.51728 4.17317 -4.34054 -0.006 0.007 -0.006
H 1.38465 2.82440 -3.60113 -0.012 -0.009 -0.005

---

(3)
80
Properties=species:S:1:pos:R:3:forces:R:3 method="wB97M-V/def2-TZVPD" charge=+1 s2=6.073 spin_multiplicity=5 lumo_energy_ev="-3.079 / -4.006" energy_ha=-2340.27761
Ru 1.03017 0.03250 -1.78845 -0.203 -0.277 -0.541
I 2.67324 -4.92155 -1.93241 -0.002 -0.008 0.003
C 1.57004 -3.80819 -3.28932 0.079 -0.154 -0.072
C 1.06510 -4.41989 -4.45522 0.048 0.013 0.077
C 0.33218 -3.72148 -5.37498 -0.011 -0.019 -0.037
I -0.37036 -4.71178 -7.06851 -0.006 0.004 -0.007
C 0.05979 -2.34822 -5.15662 -0.032 0.078 -0.024
C -0.68996 -1.50989 -6.01094 0.015 -0.104 -0.026
C -0.90751 -0.19655 -5.69079 -0.003 0.077 0.030
C -0.38151 0.31316 -4.50013 -0.029 0.016 -0.064
N 0.32825 -0.43943 -3.68139 0.151 -0.082 0.170
C 0.57077 -1.75908 -3.98266 -0.068 0.144 -0.034
C 1.35403 -2.47237 -3.02889 -0.009 0.232 0.213
O 1.80330 -1.83266 -1.96747 -0.101 -0.144 -0.162
H 1.26833 -5.46936 -4.61903 0.009 0.001 0.024
H -1.09465 -1.92041 -6.92701 0.006 -0.009 0.005
H -1.47983 0.45084 -6.33910 0.004 -0.003 0.000
H -0.53405 1.34174 -4.19848 -0.001 -0.007 0.007
C 3.55768 1.70783 4.56530 0.003 -0.001 0.009
C 3.16918 0.26046 4.22806 -0.013 0.017 -0.041
C 2.14288 -0.22693 5.24870 -0.012 -0.008 0.022
C 4.41150 -0.63969 4.30302 0.010 -0.005 0.011
C 2.62630 0.22062 2.80630 0.017 -0.012 0.025
C 3.42220 0.63132 1.73749 0.028 -0.008 -0.009
C 2.92746 0.58126 0.45615 -0.047 -0.020 0.013
N 1.69049 0.15101 0.17914 0.126 0.112 0.251
C 0.89884 -0.25004 1.18422 -0.089 -0.035 -0.080
C 1.34745 -0.22289 2.49519 -0.001 0.001 0.054
C -0.46303 -0.72766 0.80476 0.112 0.045 0.035
C -1.41700 -1.10043 1.73979 -0.057 -0.033 0.024
C -2.66855 -1.54497 1.32790 -0.010 -0.013 0.045
C -2.89701 -1.59341 -0.04675 -0.012 -0.005 -0.031
C -1.90520 -1.20059 -0.91998 0.017 0.011 -0.004
N -0.71617 -0.77109 -0.50396 0.050 0.034 0.069
C -3.75974 -1.96581 2.30470 0.032 0.017 -0.030
C -3.30516 -1.85405 3.75924 0.002 0.005 0.014
C -4.98101 -1.05872 2.09560 -0.016 0.014 0.002
C -4.14584 -3.42391 2.01742 0.000 -0.018 -0.003
H 3.94201 1.75463 5.58497 0.002 -0.001 -0.005
H 2.69600 2.37416 4.49574 0.000 -0.007 0.002
H 4.33523 2.08506 3.90035 -0.005 0.000 0.002
H 2.57981 -0.17660 6.24593 -0.006 -0.002 0.000
H 1.85189 -1.26449 5.07133 0.008 0.002 -0.002
H 1.24500 0.39489 5.25336 0.005 0.004 -0.002
H 4.80814 -0.63025 5.31904 -0.001 0.001 -0.004
H 5.20262 -0.29760 3.63514 -0.005 0.001 -0.001
H 4.16781 -1.67095 4.04188 -0.005 0.005 0.005
H 4.43102 0.98712 1.88990 0.000 -0.003 0.008
H 3.53146 0.88736 -0.38830 -0.007 0.011 -0.007
H 0.69155 -0.56053 3.28095 0.007 -0.001 0.001
H -1.19074 -1.04336 2.79219 0.013 0.001 -0.005
H -3.84283 -1.93334 -0.44521 0.008 0.003 0.000
H -2.05848 -1.22562 -1.99278 -0.006 0.005 -0.002
H -3.04650 -0.82770 4.02882 -0.006 -0.001 -0.006
H -2.44976 -2.49953 3.97003 -0.005 -0.001 -0.008
H -4.11895 -2.16736 4.41308 0.001 0.001 0.001
H -4.72823 -0.01139 2.27177 0.002 -0.006 0.003
H -5.77025 -1.33988 2.79407 0.002 -0.001 -0.005
H -5.38414 -1.14707 1.08601 0.008 0.002 0.006
H -3.28800 -4.08900 2.13140 -0.003 0.007 0.004
H -4.54188 -3.54909 1.00903 0.008 0.004 0.007
H -4.91839 -3.74231 2.71850 0.000 0.002 -0.004
C -1.82010 2.60401 -0.30925 -0.004 0.030 0.000
C -0.99372 3.57736 -1.09651 -0.062 -0.003 0.036
C -1.29480 4.92186 -1.14032 -0.001 0.005 -0.003
C -0.50905 5.81188 -1.87000 0.010 -0.023 0.002
C 0.60679 5.35660 -2.56906 -0.007 0.007 0.012
C 0.95788 4.02309 -2.55956 0.029 0.019 -0.031
C 2.15816 3.51588 -3.30150 -0.007 0.005 0.000
C 0.14771 3.10488 -1.81728 0.082 -0.159 -0.058
N 0.45081 1.81810 -1.80546 -0.042 0.236 0.121
H -2.65159 3.10953 0.17934 0.002 0.002 -0.009
H -1.21741 2.11272 0.45889 0.006 -0.006 -0.003
H -2.22191 1.81600 -0.95031 0.007 -0.001 -0.004
H -2.15688 5.28841 -0.59631 0.004 0.002 -0.003
H -0.76533 6.86251 -1.89138 0.000 -0.002 -0.001
H 1.21291 6.05834 -3.12883 -0.005 0.001 0.002
H 2.67917 4.33150 -3.79931 -0.005 0.001 0.002
H 1.88050 2.77679 -4.05689 -0.012 0.001 0.008
H 2.85986 3.02369 -2.62432 0.001 0.004 0.007